Entry 1:
The following is a quantum chemistry calculation of a single C3H7NO2 molecule, from the Open Molecules 2025 dataset.

Structure (XYZ):
```
13
Properties=species:S:1:pos:R:3:forces:R:3
C 1.627773 1.411420 -0.084095 -0.096 0.110 -0.038
N 1.315735 0.019949 0.172617 -0.081 -0.265 0.053
C 0.138774 -0.651285 0.163450 0.167 -0.252 0.068
O 0.110929 -1.842623 0.418041 -0.182 0.172 -0.058
O -0.957978 0.066626 -0.139124 0.234 -0.089 0.038
C -2.122160 -0.769636 -0.123614 -0.302 -0.090 -0.016
H 2.306152 1.526871 -0.939569 -0.158 -0.117 0.152
H 2.093328 1.891575 0.786328 -0.121 -0.173 -0.122
H 0.704978 1.948475 -0.311026 0.094 -0.132 0.038
H 2.007408 -0.674128 0.414594 0.466 0.566 -0.059
H -2.001490 -1.591031 -0.834709 -0.099 0.175 0.077
H -2.965316 -0.135819 -0.394464 0.139 -0.012 0.024
H -2.258132 -1.200394 0.871571 -0.061 0.107 -0.157
```
Forces are in eV/Å.

As for the charge: 0. The value obtained for the energy relative to the best compared isomer or geometry (same formula, charge and spin) is 0.695 eV. The molecular weight is 89.1 g/mol. The value obtained for the total energy is -8809.8344 eV. Its SMILES is CNC(=O)OC. Its spin multiplicity is 1.

Entry 2:
The following is a quantum chemistry calculation of a molecular structure, C35H30Br2N9Pt, from the Open Molecules 2025 dataset.

Structure (XYZ):
```
77
Properties=species:S:1:pos:R:3:forces:R:3
Pt 0.717979 -0.490640 -0.139697 -0.006 0.089 -0.035
C 0.403265 6.390795 -1.237919 0.025 0.001 0.017
C 0.140509 4.962240 -0.859015 -0.020 -0.005 0.013
C -0.479117 4.637535 0.352169 0.024 0.019 -0.017
C -0.689337 3.326010 0.714932 0.038 -0.032 0.013
C -0.339338 2.263525 -0.129478 -0.127 0.014 -0.228
N -0.579398 0.949253 0.285172 0.069 0.025 0.146
C -1.791937 0.593973 0.895479 -0.021 -0.034 -0.031
C -3.003672 1.135147 0.455024 0.009 0.009 0.029
C -4.202719 0.758739 1.023351 -0.007 -0.008 0.014
C -4.264184 -0.219432 2.020302 -0.002 -0.004 0.001
C -5.579588 -0.667268 2.590261 0.000 -0.006 -0.001
C -3.069053 -0.778860 2.442945 0.007 0.027 -0.005
C -1.853840 -0.354439 1.913139 0.017 -0.039 -0.003
N -0.654046 -0.901228 2.478828 0.030 0.270 0.051
C -0.457004 -1.226131 3.768961 -0.015 -0.014 -0.012
C 0.850640 -1.636652 3.926677 -0.007 0.028 -0.005
C 1.417907 -1.513012 2.668897 0.015 -0.084 0.011
N 0.502258 -1.074296 1.796888 -0.022 -0.128 -0.208
C 0.268952 2.587695 -1.344084 -0.013 -0.017 0.019
C 0.526151 3.917058 -1.680940 0.064 0.021 0.044
N 0.658388 1.580751 -2.297857 -0.100 0.006 0.010
C 0.927898 1.774785 -3.603261 -0.066 0.010 -0.032
C 1.347073 0.584058 -4.156044 -0.018 -0.020 0.010
C 1.306700 -0.327181 -3.114359 -0.167 -0.016 -0.051
N 0.872712 0.276546 -2.001233 0.399 -0.019 0.118
H -0.422856 7.030498 -0.931672 -0.006 -0.001 -0.013
H 0.544185 6.501782 -2.311316 0.002 0.002 0.000
H 1.301760 6.762037 -0.741418 -0.002 0.000 0.002
H -0.779879 5.428942 1.027312 -0.009 0.002 -0.006
H -1.143747 3.093340 1.669796 -0.027 -0.005 -0.012
H -2.987293 1.877704 -0.333123 0.002 0.004 0.002
H -5.118944 1.219746 0.675702 -0.001 -0.003 -0.004
H -6.289691 0.156848 2.628923 0.004 0.004 0.009
H -5.464891 -1.067233 3.596153 -0.001 0.000 0.000
H -6.021741 -1.449147 1.969586 -0.005 0.003 -0.002
H -3.080011 -1.548506 3.205177 -0.010 -0.013 -0.006
H -1.251329 -1.117461 4.487455 0.006 0.004 0.011
H 1.328744 -1.957984 4.835192 -0.005 -0.016 -0.003
H 2.427402 -1.723511 2.357317 -0.027 -0.001 -0.004
H 1.042488 4.156148 -2.600540 0.012 -0.017 -0.002
H 0.781919 2.733779 -4.067281 -0.023 0.001 0.008
H 1.625552 0.405404 -5.179667 0.010 -0.005 0.003
H 1.532927 -1.379204 -3.114169 0.018 0.002 -0.002
Br 6.660111 2.321210 1.019843 -0.001 -0.003 0.002
C 4.977180 1.578334 0.793828 0.013 0.005 0.002
C 3.830258 2.344214 0.953436 0.005 -0.012 0.015
C 2.600088 1.755913 0.749034 -0.029 -0.064 0.179
N 2.471501 0.466034 0.407557 -0.028 0.031 -0.199
C 3.584433 -0.300589 0.286811 0.006 -0.002 -0.048
C 4.842906 0.230577 0.461378 -0.025 -0.021 0.088
C 3.363839 -1.715966 -0.088553 0.003 0.126 -0.117
C 4.327313 -2.694151 0.040164 0.018 0.014 -0.100
C 4.043468 -3.985275 -0.402579 0.011 0.020 0.009
Br 5.300388 -5.333769 -0.221109 0.016 -0.007 -0.011
C 2.806776 -4.238005 -0.989060 -0.004 -0.002 -0.053
C 1.880869 -3.220009 -1.048336 0.030 0.037 -0.033
N 2.138119 -1.986667 -0.587608 0.004 -0.121 0.438
H 3.887267 3.387525 1.229096 -0.014 0.000 0.008
H 1.689173 2.319907 0.880227 0.016 0.024 -0.021
H 5.721710 -0.383878 0.332613 0.009 0.019 -0.011
H 5.289659 -2.469941 0.476638 0.005 -0.025 -0.001
H 2.565384 -5.214330 -1.384886 -0.006 -0.003 0.013
H 0.908720 -3.381653 -1.492621 -0.043 -0.021 0.068
N -4.296489 -3.765519 -1.635912 0.027 -0.017 -0.031
C -3.196277 -3.078116 -1.344885 -0.025 0.001 0.010
C -2.877136 -1.868690 -2.004392 0.020 0.004 -0.002
C -1.750636 -1.183508 -1.662681 -0.006 -0.023 0.031
N -0.887873 -1.615181 -0.712290 -0.009 -0.024 -0.058
C -1.183812 -2.769956 -0.066641 0.008 -0.025 -0.075
C -2.287712 -3.514672 -0.350277 0.015 -0.006 0.002
H -4.925520 -3.465488 -2.362929 -0.005 0.004 0.005
H -4.504155 -4.641937 -1.185648 -0.007 0.006 0.009
H -3.520885 -1.474348 -2.778676 -0.005 0.011 0.008
H -1.509458 -0.248635 -2.145153 -0.032 0.022 0.003
H -0.489475 -3.092458 0.697266 -0.007 -0.003 0.007
H -2.461537 -4.433106 0.193818 -0.003 0.006 0.010
```
Forces are in eV/Å.

As for the charge: +3. The value obtained for the energy relative to the best compared isomer or geometry (same formula, charge and spin) is 0.037 eV. The molecular weight is 931.6 g/mol. The value obtained for the total energy is -193502.1007 eV. Its spin multiplicity is 1.

Q: Which value of charge does entry 1 give?
A: 0

Q: What is the formula in the first record?
A: C3H7NO2

Q: Which value of charge does entry 2 give?
A: +3